{"formula": "C29H33BrGeN3ORu", "method": "the ωB97M-V functional and the def2-TZVPD basis", "e_homo_ha": -0.3649, "gap_ev": 6.241, "charge": 1, "e_above_lowest_kcal_mol": 0.0, "mol_weight_da": 693.19, "elements": ["Ru", "Br", "C", "C", "C", "C", "O", "C", "C", "N", "C", "C", "C", "C", "C", "C", "C", "C", "N", "C", "C", "H", "H", "H", "H", "H", "H", "H", "H", "H", "H", "C", "N", "C", "C", "C", "C", "C", "C", "C", "C", "H", "H", "H", "H", "H", "H", "H", "H", "H", "H", "H", "H", "C", "Ge", "C", "C", "C", "H", "H", "H", "H", "H", "H", "H", "H", "H", "H", "H"], "coordinates": [[-0.425743, 0.706424, -0.070468], [3.667852, -3.306979, 4.472880], [2.451975, -2.159766, 3.596122], [1.389351, -1.564550, 4.397268], [0.512900, -0.716679, 3.855628], [0.575520, -0.372472, 2.449758], [-0.192473, 0.467098, 1.986407], [1.625328, -1.038814, 1.548355], [2.366126, 0.153220, 0.941723], [1.773828, 0.837088, 0.058931], [2.318820, 2.004776, -0.510069], [3.610219, 2.154075, -0.926708], [4.016827, 3.355570, -1.549132], [3.134045, 4.381743, -1.719146], [1.789428, 4.249315, -1.292698], [0.817877, 5.266078, -1.439882], [-0.456154, 5.048306, -1.007707], [-0.786928, 3.802293, -0.441242], [0.084694, 2.829791, -0.300218], [1.375961, 3.041179, -0.705632], [2.580918, -1.918459, 2.299069], [1.313814, -1.820662, 5.446407], [-0.278289, -0.270466, 4.444053], [3.326828, 0.457312, 1.361455], [4.309286, 1.335521, -0.804273], [5.038119, 3.453512, -1.891733], [3.448744, 5.305431, -2.189216], [1.099886, 6.210644, -1.889296], [-1.219276, 5.808566, -1.098875], [-1.788771, 3.596691, -0.084023], [3.384911, -2.371543, 1.730169], [-1.009915, -0.782846, -2.565790], [-0.916767, 0.639535, -2.186341], [0.042087, 1.298273, -3.085398], [-2.259831, 1.267980, -2.327328], [-3.124055, 0.895276, -1.157163], [-4.510105, 0.942509, -1.219335], [-5.260947, 0.627847, -0.094514], [-4.616584, 0.269695, 1.081638], [-3.226293, 0.229658, 1.134572], [-2.446534, 0.545346, 0.019008], [-1.284739, -0.879522, -3.621087], [-1.769696, -1.271249, -1.958576], [-0.047457, -1.267766, -2.407150], [-0.236234, 1.140627, -4.132711], [1.037471, 0.886679, -2.922268], [0.063698, 2.368291, -2.890712], [-2.710656, 0.972310, -3.281352], [-2.116185, 2.351323, -2.353665], [-5.008597, 1.223947, -2.142243], [-6.341833, 0.657483, -0.138860], [-5.199903, 0.024138, 1.961508], [-2.742867, -0.040987, 2.068299], [-1.027649, -3.606023, 2.286577], [0.250608, -3.704868, 0.818477], [1.706067, -4.940569, 1.221393], [-0.586824, -4.231931, -0.863981], [0.930444, -1.869485, 0.421131], [-1.551279, -4.557490, 2.384425], [-1.766456, -2.820204, 2.115689], [-0.512792, -3.405369, 3.226296], [1.328166, -5.957072, 1.098786], [2.058404, -4.832520, 2.247526], [2.551060, -4.811724, 0.543197], [-0.795365, -5.302489, -0.851493], [0.083096, -4.032604, -1.702402], [-1.527528, -3.705901, -1.031665], [1.620638, -1.936766, -0.421597], [0.059739, -1.307790, 0.059195]], "forces_ev_per_a": [[1.302, 0.444, -0.698], [-0.088, 0.024, 0.043], [0.148, -0.113, 0.230], [0.165, -0.147, 0.049], [-0.212, 0.173, 0.040], [0.299, -0.231, 0.107], [-0.374, 0.112, 0.070], [-0.003, 0.071, -0.099], [0.093, -0.105, 0.186], [-0.432, 0.009, -0.137], [-0.037, 0.006, 0.003], [0.033, -0.043, -0.014], [0.029, -0.029, 0.054], [0.030, 0.026, -0.022], [-0.060, -0.045, 0.071], [0.052, 0.069, -0.042], [-0.048, 0.040, 0.043], [-0.038, 0.043, 0.174], [-0.715, -0.929, -0.177], [0.037, 0.184, 0.144], [0.027, 0.099, -0.228], [0.100, -0.037, -0.021], [0.004, 0.051, -0.067], [0.054, -0.122, -0.065], [0.016, 0.033, -0.034], [-0.015, 0.002, 0.018], [-0.028, -0.018, 0.013], [-0.003, -0.018, -0.001], [0.002, -0.028, 0.021], [-0.033, -0.042, -0.095], [-0.044, -0.017, -0.014], [-0.027, -0.023, -0.016], [0.072, 0.131, 0.314], [-0.004, -0.034, -0.080], [-0.111, 0.001, -0.009], [-0.098, -0.119, 0.034], [-0.005, -0.095, -0.093], [-0.005, 0.015, -0.002], [0.052, -0.101, -0.006], [-0.066, -0.078, -0.038], [0.054, 0.805, 0.151], [-0.004, 0.001, -0.004], [0.002, 0.010, 0.030], [0.014, 0.017, -0.002], [-0.028, 0.018, 0.009], [0.003, -0.023, 0.003], [-0.016, -0.003, 0.000], [0.030, 0.049, -0.048], [0.099, -0.003, -0.051], [0.004, -0.027, 0.026], [0.009, 0.020, 0.013], [0.015, 0.001, -0.021], [-0.020, 0.066, 0.018], [0.038, 0.028, 0.003], [-0.043, -0.008, -0.049], [-0.006, 0.017, 0.045], [-0.041, -0.021, 0.017], [0.169, 0.067, 0.491], [-0.010, 0.025, -0.006], [0.003, -0.026, -0.009], [-0.041, -0.018, 0.004], [0.037, 0.010, 0.003], [0.013, -0.002, -0.038], [-0.026, -0.001, 0.004], [-0.015, 0.027, -0.007], [-0.018, -0.009, 0.002], [0.026, 0.013, 0.009], [-0.018, 0.002, -0.042], [-0.299, -0.193, -0.205]], "mulliken_charge": [-0.68, -0.08, 0.02, -0.65, -0.72, 0.47, -0.48, 2.79, -1.26, 0.60, -0.66, -0.15, -0.97, -0.83, 1.11, -0.70, -0.94, -0.39, 0.16, 0.19, -1.81, 0.44, 0.48, 0.59, 0.59, 0.41, 0.44, 0.46, 0.44, 0.63, 0.57, -1.33, 0.63, -1.19, -0.80, 0.86, -1.00, -0.62, -0.77, -0.36, 0.55, 0.34, 0.33, 0.37, 0.42, 0.27, 0.27, 0.49, 0.46, 0.45, 0.39, 0.44, 0.49, -1.12, 0.76, -1.19, -1.35, 0.26, 0.48, 0.27, 0.32, 0.42, 0.31, 0.39, 0.42, 0.39, 0.36, 0.91, -1.42]}